ORCA calculation (the ωB97M-V functional and the def2-TZVPD basis) on a molecular structure, C4H8LiO3.

```
16
Properties=species:S:1:pos:R:3:mulliken_charge:R:1
H -2.85 -1.47 1.74 0.926
O -0.02 0.11 -0.13 -0.186
C 1.32 0.60 -0.13 0.868
O 1.53 1.77 -0.25 -0.634
Li 3.03 2.95 -0.42 0.964
O 2.16 -0.33 0.01 -0.201
C 1.82 -1.74 0.15 -0.561
H 1.28 -2.07 -0.75 0.339
H 2.78 -2.25 0.24 0.273
H 1.22 -1.87 1.05 0.284
C -1.00 0.91 -0.24 0.577
H -0.77 1.98 -0.35 0.515
C -2.35 0.40 -0.22 -1.281
H -2.40 -0.69 -0.13 0.257
H -2.88 0.94 0.58 0.510
H -2.84 0.76 -1.14 0.350
```

energy above the lowest of the compared OMol25 structures with the same formula, charge and spin: 15.3 kcal per mole
gap between HOMO and LUMO (alpha / beta): 0.1474 / 0.1475 Ha
largest force on an atom: 0.0386 hartree/bohr
total charge: +3